Record 1
{"formula": "C8H12O2", "method": "wB97M-V/def2-TZVPD", "symbols": ["C", "C", "C", "C", "C", "C", "C", "C", "O", "O", "H", "H", "H", "H", "H", "H", "H", "H", "H", "H", "H", "H"], "positions_angstrom": [[2.05, -0.30, -0.19], [1.32, 0.30, -1.17], [0.52, 1.55, -0.89], [-0.93, 1.14, -0.48], [-1.04, 0.18, 0.74], [-0.25, 0.57, 2.02], [1.13, -0.08, 2.11], [2.22, 0.40, 1.12], [2.18, 1.84, 0.92], [1.10, 2.41, 0.08], [2.61, -1.20, -0.39], [1.28, -0.19, -2.14], [0.49, 2.20, -1.77], [-1.54, 2.03, -0.27], [-1.39, 0.65, -1.31], [-2.09, 0.09, 1.03], [-0.75, -0.86, 0.46], [-0.81, 0.24, 2.87], [-0.21, 1.66, 2.09], [1.50, 0.11, 3.13], [1.05, -1.16, 2.08], [3.19, 0.08, 1.56]], "mulliken_charge": [-0.448, -0.622, 0.120, -0.891, -0.746, -0.757, -0.878, 0.139, -0.303, -0.310, 0.395, 0.380, 0.407, 0.379, 0.421, 0.416, 0.339, 0.448, 0.374, 0.389, 0.391, 0.359], "smiles": "C1=C[C@H]2CCCC[C@@H]1OO2", "charge": 0, "e_tot_ha": -462.36845, "e_above_lowest_ev": 3.751}

---

Record 2
{"formula": "C4H14N5", "method": "wB97M-V/def2-TZVPD", "symbols": ["C", "C", "C", "C", "N", "N", "N", "N", "N", "H", "H", "H", "H", "H", "H", "H", "H", "H", "H", "H", "H", "H", "H"], "positions_angstrom": [[-3.41, -0.64, -0.45], [1.15, -1.62, 0.55], [-2.62, 0.43, 0.38], [1.76, 0.81, 0.56], [-1.25, 0.28, 0.13], [-0.42, 1.18, 0.07], [2.37, 1.83, 0.09], [1.85, -0.38, 0.00], [2.70, -0.48, -1.13], [-3.03, -0.75, -1.49], [-3.44, -1.57, -0.04], [-4.43, -0.46, -0.69], [0.27, -1.21, 1.03], [0.87, -2.51, -0.09], [1.86, -2.16, 1.26], [-2.75, 0.19, 1.38], [-2.96, 1.47, 0.30], [1.43, 0.81, 1.63], [2.58, 1.84, -0.93], [2.40, 2.67, 0.57], [2.35, -0.78, -1.97], [3.58, -0.99, -0.96], [-0.86, 2.06, -0.17]], "mulliken_charge": [-1.228, -0.722, -0.328, 0.086, -0.123, -0.263, -0.294, 0.299, -0.716, 0.315, 0.370, 0.381, 0.255, 0.304, 0.287, 0.237, 0.492, 0.428, 0.292, 0.250, 0.218, 0.225, 0.234], "charge": 1, "e_tot_ha": -434.22160, "e_above_lowest_ev": 0.810}

---

Record 3
{"formula": "C7H14S", "method": "wB97M-V/def2-TZVPD", "symbols": ["C", "C", "S", "C", "C", "C", "C", "C", "H", "H", "H", "H", "H", "H", "H", "H", "H", "H", "H", "H", "H", "H"], "positions_angstrom": [[-0.68, -1.12, 1.40], [-0.83, -0.82, -0.09], [-2.25, 0.34, -0.27], [0.41, -0.33, -0.84], [1.66, -1.23, -0.60], [2.26, -0.13, 0.30], [1.26, 0.88, -0.32], [0.71, 1.99, 0.53], [-1.59, -1.57, 1.80], [-0.47, -0.18, 1.98], [0.12, -1.81, 1.58], [-1.13, -1.74, -0.56], [-2.26, 0.38, -1.62], [0.12, -0.27, -1.92], [1.53, -2.23, -0.19], [2.21, -1.35, -1.55], [2.05, -0.35, 1.36], [3.33, 0.09, 0.18], [1.73, 1.33, -1.19], [1.53, 2.70, 0.81], [-0.07, 2.56, 0.00], [0.25, 1.64, 1.46]], "mulliken_charge": [-1.428, -0.039, -0.239, 0.102, -0.928, -0.580, 0.135, -1.425, 0.433, 0.245, 0.310, 0.428, 0.126, 0.378, 0.334, 0.279, 0.204, 0.346, 0.359, 0.387, 0.335, 0.236], "smiles": "C[C@@H](S)[C@@H]1CC[C@@H]1C", "charge": 0, "e_tot_ha": -673.27283, "e_above_lowest_ev": 0.642}

---

Record 4
{"formula": "C29H67NO10", "method": "wB97M-V/def2-TZVPD", "symbols": ["C", "C", "C", "N", "C", "C", "C", "C", "C", "O", "O", "C", "C", "O", "C", "O", "H", "H", "H", "H", "H", "H", "H", "H", "H", "H", "H", "H", "H", "H", "H", "H", "H", "H", "H", "C", "C", "C", "O", "H", "H", "H", "H", "H", "H", "H", "H", "C", "C", "C", "O", "H", "H", "H", "H", "H", "H", "H", "H", "C", "C", "C", "O", "H", "H", "H", "H", "H", "H", "H", "H", "C", "C", "C", "O", "H", "H", "H", "H", "H", "H", "H", "H", "C", "C", "C", "O", "H", "H", "H", "H", "H", "H", "H", "H", "C", "C", "C", "O", "H", "H", "H", "H", "H", "H", "H", "H"], "positions_angstrom": [[0.10, 2.24, 1.34], [-0.51, 2.82, 0.03], [-0.61, 1.73, -1.08], [-1.98, 1.37, -1.46], [-2.38, 0.01, -1.10], [-2.65, 0.00, 0.42], [-4.12, -0.05, 0.85], [-4.80, 1.34, 0.78], [-5.83, 1.48, -0.30], [-6.02, 2.52, -0.81], [-6.50, 0.40, -0.70], [-1.54, -1.16, -1.63], [-2.59, -2.28, -1.41], [-3.79, -1.66, -1.81], [-3.62, -0.31, -1.97], [-4.24, 0.36, -2.64], [0.15, 1.16, 1.33], [-0.56, 2.49, 2.17], [1.10, 2.61, 1.53], [0.19, 3.57, -0.32], [-1.49, 3.23, 0.23], [-0.13, 2.15, -1.97], [0.01, 0.89, -0.78], [-2.07, 1.53, -2.45], [-2.12, -0.83, 0.89], [-2.23, 0.89, 0.87], [-4.11, -0.31, 1.90], [-4.70, -0.82, 0.36], [-5.31, 1.54, 1.72], [-4.07, 2.13, 0.65], [-6.96, 0.69, -1.50], [-0.58, -1.27, -1.16], [-1.51, -0.97, -2.71], [-2.54, -2.52, -0.35], [-2.27, -3.10, -2.04], [3.02, -2.35, -3.77], [2.57, -2.08, -2.34], [3.41, -2.87, -1.34], [1.19, -2.43, -2.20], [2.91, -3.41, -4.02], [2.41, -1.78, -4.47], [4.07, -2.07, -3.91], [2.65, -1.01, -2.12], [3.31, -3.94, -1.52], [3.07, -2.67, -0.32], [4.46, -2.60, -1.41], [1.10, -3.37, -2.39], [6.98, 0.58, 1.06], [6.21, -0.73, 1.15], [6.81, -1.65, 2.20], [6.21, -1.38, -0.12], [8.02, 0.40, 0.77], [6.54, 1.23, 0.30], [6.98, 1.11, 2.01], [5.17, -0.52, 1.40], [7.85, -1.90, 1.94], [6.26, -2.59, 2.25], [6.81, -1.19, 3.19], [7.13, -1.57, -0.35], [-8.93, -2.59, -2.35], [-10.17, -1.83, -1.89], [-10.55, -0.74, -2.88], [-9.94, -1.27, -0.60], [-8.08, -1.91, -2.42], [-8.67, -3.37, -1.63], [-9.09, -3.05, -3.32], [-11.01, -2.53, -1.78], [-9.74, -0.01, -2.96], [-11.44, -0.20, -2.53], [-10.75, -1.15, -3.87], [-9.21, -0.65, -0.68], [-6.34, -2.76, 3.51], [-5.95, -1.41, 4.09], [-6.22, -1.35, 5.58], [-6.67, -0.37, 3.43], [-7.41, -2.94, 3.64], [-6.15, -2.78, 2.43], [-5.79, -3.57, 3.98], [-4.89, -1.22, 3.90], [-7.29, -1.49, 5.79], [-5.94, -0.37, 5.99], [-5.66, -2.12, 6.12], [-7.61, -0.51, 3.58], [5.87, 0.35, -4.55], [6.83, 1.04, -3.60], [8.24, 0.47, -3.72], [6.37, 0.90, -2.26], [5.81, -0.72, -4.33], [4.87, 0.76, -4.45], [6.19, 0.47, -5.59], [6.85, 2.11, -3.81], [8.24, -0.59, -3.47], [8.92, 0.97, -3.03], [8.63, 0.59, -4.74], [6.35, -0.05, -2.05], [6.28, 4.58, 3.03], [6.92, 3.74, 4.12], [7.74, 4.59, 5.07], [7.75, 2.73, 3.53], [7.04, 5.08, 2.42], [5.69, 3.95, 2.35], [5.62, 5.34, 3.45], [6.14, 3.21, 4.68], [8.55, 5.09, 4.53], [8.20, 3.97, 5.84], [7.13, 5.35, 5.55], [8.44, 3.18, 3.02]], "mulliken_charge": [-1.120, -0.603, -0.379, -0.479, 2.095, -1.311, -0.607, -0.498, 0.360, -0.629, -0.294, -1.204, -0.580, -0.419, -0.188, -0.524, 0.321, 0.288, 0.336, 0.426, 0.302, 0.469, -0.017, 0.384, 0.415, 0.178, -0.145, 0.760, 0.470, 0.187, 0.259, 0.507, 0.343, 0.262, 0.538, -1.216, 0.541, -1.198, -0.372, 0.394, 0.339, 0.142, 0.189, 0.364, 0.307, 0.226, 0.275, -1.140, 0.402, -1.380, -0.494, 0.358, 0.267, 0.346, 0.222, 0.363, 0.346, 0.378, 0.322, -1.024, 0.295, -1.116, -0.537, 0.164, 0.298, 0.383, 0.296, 0.232, 0.311, 0.365, 0.340, -1.255, 0.643, -1.475, -0.484, 0.346, 0.279, 0.377, 0.218, 0.370, 0.358, 0.367, 0.326, -1.091, 0.361, -1.309, -0.346, 0.166, 0.309, 0.419, 0.321, 0.295, 0.329, 0.404, 0.199, -1.266, 0.435, -1.315, -0.527, 0.340, 0.288, 0.388, 0.261, 0.352, 0.320, 0.380, 0.324], "smiles": "CCCN[C@]1(CCCC(=O)O)CCOC1=O.CC(C)O.CC(C)O.CC(C)O.CC(C)O.CC(C)O.CC(C)O", "charge": 0, "e_tot_ha": -1952.27980, "e_above_lowest_ev": 1.029}

---

Record 5
{"formula": "C28H27BO3PReSbSe4", "method": "wB97M-V/def2-TZVPD", "symbols": ["Re", "Se", "Sb", "Se", "Se", "Se", "O", "P", "C", "C", "C", "C", "C", "C", "C", "C", "C", "C", "C", "C", "C", "C", "C", "C", "C", "C", "H", "H", "H", "H", "H", "H", "H", "H", "H", "H", "H", "H", "H", "H", "H", "C", "C", "C", "C", "C", "C", "C", "C", "O", "B", "O", "C", "C", "H", "H", "H", "H", "H", "H", "H", "H", "H", "H", "H", "H"], "positions_angstrom": [[1.41, -0.98, 0.34], [1.65, -5.43, 2.69], [3.12, -4.33, 1.32], [2.60, -1.50, 2.17], [1.09, -2.92, -0.64], [4.99, -4.19, 0.02], [1.70, 0.76, -0.33], [2.58, 1.34, -1.64], [4.25, 0.91, -1.35], [4.99, 1.72, -0.46], [6.31, 1.41, -0.19], [6.90, 0.30, -0.79], [6.17, -0.50, -1.66], [4.85, -0.21, -1.94], [1.90, 0.49, -3.03], [0.59, 0.00, -2.99], [0.03, -0.59, -4.12], [0.77, -0.67, -5.29], [2.06, -0.14, -5.35], [2.63, 0.44, -4.23], [2.33, 3.06, -1.71], [1.17, 3.63, -1.19], [0.94, 4.99, -1.37], [1.87, 5.76, -2.06], [3.03, 5.19, -2.58], [3.27, 3.84, -2.40], [4.54, 2.60, -0.02], [6.88, 2.03, 0.48], [7.94, 0.08, -0.60], [6.65, -1.34, -2.15], [4.29, -0.83, -2.63], [-0.03, 0.13, -2.11], [-0.98, -0.95, -4.09], [0.33, -1.11, -6.17], [2.62, -0.19, -6.27], [3.62, 0.86, -4.29], [0.44, 3.03, -0.66], [0.05, 5.44, -0.96], [1.69, 6.82, -2.19], [3.74, 5.80, -3.11], [4.19, 3.41, -2.80], [-7.04, -1.04, 2.85], [-5.97, -2.00, 3.38], [-6.22, -3.39, 2.81], [-6.04, -2.06, 4.92], [-4.60, -1.46, 3.00], [-4.25, -0.13, 3.44], [-3.05, 0.48, 3.16], [-2.16, -0.30, 2.42], [-0.92, 0.02, 1.99], [-0.48, -1.09, 1.28], [-1.43, -2.10, 1.28], [-2.48, -1.60, 2.00], [-3.69, -2.21, 2.27], [-8.02, -1.44, 3.11], [-7.00, -0.93, 1.76], [-6.97, -0.04, 3.29], [-7.22, -3.72, 3.11], [-5.51, -4.13, 3.20], [-6.19, -3.40, 1.72], [-7.02, -2.47, 5.20], [-5.95, -1.08, 5.38], [-5.28, -2.71, 5.34], [-4.97, 0.42, 4.01], [-2.80, 1.47, 3.49], [-3.91, -3.21, 1.93]], "mulliken_charge": [0.025, -0.160, 1.008, -0.108, -0.042, -0.135, -0.329, 1.047, 0.507, -0.619, -0.869, -0.487, -0.888, -0.299, 0.692, -0.611, -0.923, -0.582, -0.840, -0.246, 0.510, -0.255, -0.726, -0.507, -0.804, -0.303, 0.495, 0.483, 0.465, 0.570, 0.504, 0.716, 0.486, 0.450, 0.460, 0.498, 0.378, 0.448, 0.433, 0.449, 0.410, -1.502, 1.852, -1.994, -1.493, 0.467, -0.497, -1.823, 0.941, -0.108, 1.044, -0.242, 0.687, -0.834, 0.447, 0.381, 0.352, 0.416, 0.407, 0.433, 0.440, 0.361, 0.383, 0.445, 0.502, 0.636], "charge": 3, "e_tot_ha": -11598.44651}

---

Record 6
{"formula": "C14H9F5N2O", "method": "wB97M-V/def2-TZVPD", "symbols": ["C", "O", "C", "C", "C", "C", "C", "N", "N", "C", "C", "F", "C", "F", "C", "F", "C", "F", "C", "F", "C", "C", "H", "H", "H", "H", "H", "H", "H", "H", "H"], "positions_angstrom": [[-4.13, 3.09, 2.91], [-3.26, 3.36, 1.81], [-2.15, 2.59, 1.72], [-0.99, 3.14, 1.19], [0.14, 2.36, 0.94], [0.18, 1.02, 1.38], [1.45, 0.17, 1.24], [1.53, -0.27, -0.14], [1.61, -1.55, -0.32], [1.74, -2.13, -1.59], [1.88, -3.54, -1.70], [1.83, -4.35, -0.59], [2.16, -4.17, -2.86], [2.39, -5.49, -2.93], [2.26, -3.40, -4.03], [2.62, -3.95, -5.22], [2.02, -2.05, -4.05], [2.03, -1.31, -5.19], [1.72, -1.41, -2.80], [1.53, -0.09, -2.85], [-0.98, 0.49, 1.97], [-2.14, 1.24, 2.10], [-4.78, 3.94, 3.03], [-4.74, 2.18, 2.70], [-3.55, 2.97, 3.82], [-1.05, 4.16, 0.87], [1.01, 2.75, 0.43], [1.36, -0.67, 1.91], [2.37, 0.74, 1.47], [-1.04, -0.55, 2.32], [-3.00, 0.72, 2.48]], "mulliken_charge": [-0.816, -0.466, 0.626, -0.525, -0.444, 0.425, -0.963, -0.156, -0.246, -0.205, 0.250, -0.287, 0.120, -0.274, 0.615, -0.287, -0.023, -0.277, 0.827, -0.238, -0.604, -0.213, 0.260, 0.274, 0.376, 0.417, 0.415, 0.493, 0.357, 0.289, 0.280], "smiles": "COc1ccc(C/N=N/c2c(F)c(F)c(F)c(F)c2F)cc1", "charge": 0, "e_tot_ha": -1222.85340}